Entry 1:
This record from the OMol25 dataset describes a single C6H9N molecule. The level of theory is ωB97M-V/def2-TZVPD.

```
16
Properties=species:S:1:pos:R:3:mulliken_charge:R:1
C 1.352 -1.942 -1.251 -0.865
C 1.003 -1.044 -0.366 0.023
C 0.415 -0.172 0.415 0.571
C 1.115 0.637 1.476 -1.256
C -1.081 -0.083 0.156 -0.058
C -1.523 0.811 -0.936 -0.451
N -1.940 1.077 0.448 -0.647
H 1.270 -3.006 -1.046 0.254
H 1.591 -1.667 -2.276 0.252
H 0.939 1.713 1.338 0.319
H 2.198 0.467 1.428 0.368
H 0.722 0.372 2.468 0.278
H -1.608 -1.034 0.280 0.397
H -2.270 0.464 -1.653 0.267
H -0.774 1.514 -1.307 0.242
H -1.409 1.892 0.824 0.306
```

Computed properties:
E_tot	-288.66533	Ha
SMILES	C=C=C(C)[C@@H]1CN1

---

Entry 2:
This record from the OMol25 dataset describes a single C6H9N molecule. The level of theory is ωB97M-V/def2-TZVPD.

```
16
Properties=species:S:1:pos:R:3:mulliken_charge:R:1
C 2.340 0.467 -0.029 -1.089
C 1.596 -0.800 0.037 0.708
C 1.130 -1.963 0.182 -0.928
C -0.138 -0.991 -0.522 -0.369
N -1.094 -0.621 0.494 -0.297
C -2.268 0.082 0.014 -0.416
C -1.229 0.791 0.798 -0.332
H 2.332 0.895 -1.038 0.344
H 3.379 0.243 0.234 0.314
H 1.973 1.212 0.687 0.289
H 0.058 -0.172 -1.243 0.395
H -0.542 -1.806 -1.128 0.445
H -3.211 -0.209 0.471 0.251
H -2.319 0.319 -1.049 0.230
H -0.608 1.504 0.253 0.228
H -1.398 1.049 1.840 0.227
```

Computed properties:
E_tot	-288.57369	Ha

---

For reference, relative energy (zero: lowest compared OMol25 entry of this formula, charge and spin) by record: 306.4; 547.0 kJ/mol.